This record from the OMol25 dataset describes C9H10BiN2O4S as an isolated structure. The level of theory is ωB97M-V/def2-TZVPD.

Properties
lowest unoccupied orbital energy	-13.13	eV
E	-37300.5338	eV
HOMO-LUMO gap	6.596	eV
charge	+3
F_max	0.2680	hartree/bohr
HOMO level	-0.72508	Ha
multiplicity	1

CARTESIAN COORDINATES (ANGSTROEM)
Bi (0.0061, 0.4345, -1.3340)
S (0.0074, -1.9948, -0.2135)
O (0.0040, 2.1931, 1.4849)
O (-3.3238, 0.5792, -1.3613)
O (-0.0007, 3.5577, -2.7792)
O (3.3347, 0.5934, -1.3619)
N (1.0722, -0.9764, 2.0995)
N (-1.0844, -0.9234, 2.0704)
C (0.7429, -0.4396, 3.4040)
C (0.0037, 1.6252, 0.4767)
C (0.0068, 0.0697, -3.7445)
C (-0.7638, -0.3995, 3.3829)
C (2.1605, 0.5451, -1.4132)
C (0.0093, -1.1855, -3.0998)
C (-0.0025, -1.2342, 1.3241)
C (0.0015, 2.5152, -2.3445)
C (-2.1489, 0.5363, -1.4131)
H (2.0015, -1.1055, 1.7563)
H (1.1321, -1.1156, 4.1626)
H (-0.9483, -1.7131, -2.8795)
H (-0.9482, 0.5188, -4.0922)
H (1.1882, 0.5486, 3.5228)
H (0.9690, -1.7090, -2.8790)
H (-2.0104, -1.0022, 1.7032)
H (-1.1600, 0.6108, 3.4885)
H (0.9599, 0.5228, -4.0919)
H (-1.2088, -1.0515, 4.1316)

Atomic forces in eV per Å
Bi 0.0 -5.7 -0.4
S 0.0 -0.3 0.0
O 0.0 -2.7 -4.3
O 7.1 -0.3 -0.2
O 0.0 -2.2 0.8
O -7.1 -0.4 -0.2
N -0.6 -0.2 -2.1
N 0.6 -0.2 -2.1
C 0.9 0.1 0.6
C 0.0 7.0 10.3
C 0.0 -2.9 -1.1
C -0.9 0.1 0.6
C 13.7 0.7 -0.2
C 0.0 0.5 -3.2
C 0.0 0.3 3.4
C 0.0 5.9 -2.2
C -13.8 0.7 -0.2
H 0.5 -0.3 0.1
H 0.1 0.2 0.1
H 0.8 0.3 -0.3
H 0.6 -0.3 0.2
H 0.1 -0.1 0.2
H -0.8 0.3 -0.3
H -0.5 -0.3 0.1
H -0.1 -0.1 0.2
H -0.6 -0.3 0.2
H -0.1 0.2 0.1

This record from the OMol25 dataset describes C9H10Br16INO as an isolated structure. The level of theory is ωB97M-V/def2-TZVPD.

Properties
lowest unoccupied orbital energy	-0.35	eV
E	-1141811.6438	eV
HOMO-LUMO gap	9.485	eV
F_max	0.0243	hartree/bohr
HOMO level	-0.36127	Ha
multiplicity	1

CARTESIAN COORDINATES (ANGSTROEM)
I (-3.1020, 0.1201, -5.2939)
Br (4.9846, -0.1009, 8.2158)
Br (-2.8670, -1.3122, -8.3120)
Br (4.3768, -5.2485, 4.9046)
Br (2.8302, -3.7163, 7.2195)
Br (6.6168, -2.4666, 6.8633)
Br (0.1344, 1.2840, 2.8190)
Br (8.0563, -0.5043, 8.9107)
Br (-1.5498, 0.7064, -1.8110)
Br (-2.6279, -0.6868, 0.8324)
Br (-0.3485, 3.9078, 1.0860)
Br (-4.5923, -0.1775, -1.6211)
Br (2.3163, -0.3415, 5.4123)
Br (2.3271, 2.2242, 0.7214)
Br (1.4173, -4.1954, 4.4181)
Br (-0.5701, -0.6140, 6.6881)
Br (1.0562, 2.1038, 6.9972)
O (-4.8714, 2.4606, -9.5676)
N (-4.3299, 1.0118, -7.8384)
C (1.1701, 0.1902, 6.8526)
C (-3.0678, 0.4144, -7.4134)
C (0.4529, 2.1599, 1.1416)
C (-1.9473, 1.3390, -7.8878)
C (-2.5304, 1.8657, -9.2076)
C (2.6661, -4.8868, 5.7047)
C (-3.0637, 0.4574, -0.6456)
C (6.4120, -1.3739, 8.4290)
C (-4.0246, 1.8667, -8.9637)
H (6.1418, -2.0275, 9.2455)
H (1.6086, -0.1768, 7.7702)
H (-2.3402, 1.1461, -10.0176)
H (-3.3159, 1.4278, -0.2422)
H (-1.8208, 2.1489, -7.1608)
H (-2.1443, 2.8284, -9.5518)
H (2.2741, -5.8269, 6.0638)
H (-4.7070, 1.6058, -7.1012)
H (-0.0258, 1.5688, 0.3734)
H (-0.9949, 0.8179, -8.0336)

Atomic forces in eV per Å
I 0.1 0.0 -0.1
Br 0.0 0.0 0.0
Br 0.0 -0.1 0.0
Br 0.0 0.0 0.0
Br 0.0 0.0 0.1
Br 0.0 0.0 0.0
Br 0.0 0.0 0.1
Br 0.0 0.0 0.0
Br 0.0 0.0 0.0
Br 0.0 0.0 0.0
Br 0.0 0.0 0.0
Br 0.0 0.0 0.0
Br 0.1 0.0 -0.1
Br 0.0 0.0 0.0
Br 0.0 0.0 0.0
Br 0.0 0.0 0.0
Br 0.0 0.0 0.0
O 0.2 0.1 0.1
N 1.0 0.7 -0.1
C 0.0 0.0 0.0
C -0.3 0.1 0.3
C 0.0 -0.1 0.0
C 0.2 0.1 -0.4
C 0.3 -0.4 -0.2
C 0.0 0.0 0.0
C 0.0 0.0 0.0
C 0.0 0.0 0.0
C -0.5 0.0 0.1
H 0.0 0.0 0.0
H 0.0 0.0 0.0
H 0.0 0.1 0.2
H 0.0 0.0 0.0
H 0.0 -0.1 -0.1
H -0.3 -0.1 0.2
H 0.0 0.0 0.0
H -0.4 -0.4 -0.1
H 0.0 0.0 0.0
H -0.2 0.1 0.2

This record from the OMol25 dataset describes C9H10BrN3O as an isolated structure. The level of theory is ωB97M-V/def2-TZVPD.

Properties
lowest unoccupied orbital energy	-0.35	eV
E	-86051.0842	eV
HOMO-LUMO gap	8.673	eV
F_max	0.1081	hartree/bohr
HOMO level	-0.33164	Ha
multiplicity	1

CARTESIAN COORDINATES (ANGSTROEM)
Br (2.4008, -1.4504, -4.8284)
O (-0.6685, -1.9292, -0.7399)
N (1.5126, -0.9598, -1.1127)
N (2.2059, -1.0554, -2.1341)
N (1.6323, -0.8303, -3.2419)
C (-1.5147, 0.6957, 2.9176)
C (0.8290, 1.1585, 2.8255)
C (-1.5681, 0.5044, 1.5392)
C (0.7909, 0.9542, 1.4269)
C (-0.3069, 1.1054, 3.5338)
C (-0.4653, 0.5668, -0.7681)
C (-0.0047, -0.8435, -1.3436)
C (-0.3832, 0.6397, 0.7038)
C (-0.1868, -0.8982, -2.8077)
H (-0.4069, 1.4436, 4.5581)
H (-0.4915, -0.1257, -3.4985)
H (-2.3940, 0.4385, 3.4955)
H (-1.5788, 0.5625, -0.9846)
H (1.7772, 1.4903, 3.1596)
H (-0.1750, -2.2092, -0.0621)
H (1.7540, 1.0319, 0.9415)
H (0.0804, 1.3992, -1.2670)
H (-0.3497, -1.8652, -3.3573)
H (-2.4890, 0.1763, 1.0446)

Atomic forces in eV per Å
Br -0.2 0.0 0.5
O -2.5 2.2 -4.3
N -0.4 -0.5 0.8
N 1.0 -0.2 1.5
N -3.5 0.6 -1.0
C 0.6 -0.3 -0.9
C 0.4 0.3 -2.6
C 1.3 -0.3 -0.9
C -0.5 -0.6 -0.3
C -2.5 -0.1 1.0
C -1.2 -1.4 -0.8
C 0.3 1.3 -0.5
C -0.1 0.8 3.4
C 3.1 -1.6 -3.2
H 0.4 -0.3 0.2
H -0.4 0.7 0.7
H 0.0 0.5 0.1
H 1.3 0.5 -0.2
H 0.6 0.2 0.9
H 3.0 -1.7 4.3
H -0.1 0.0 -0.4
H -0.5 -0.7 0.2
H -0.3 0.6 1.3
H 0.2 0.2 0.3

This record from the OMol25 dataset describes C9H10Cl4MnN2O2SSi as an isolated structure. The level of theory is ωB97M-V/def2-TZVPD.

Properties
lowest unoccupied orbital energy (spin up / spin down)	-0.28 / -0.49	eV
E	-116699.9163	eV
HOMO-LUMO gap (spin up / spin down)	7.624 / 7.844	eV
F_max	0.0120	hartree/bohr
HOMO level (spin up / spin down)	-0.29050 / -0.30630	Ha
multiplicity	6

CARTESIAN COORDINATES (ANGSTROEM)
Mn (0.2877, 0.1754, 1.5621)
Cl (-0.0071, -3.4440, 0.7079)
Cl (-6.4646, -0.1719, -1.2892)
Cl (3.0909, -2.5824, 1.4505)
Cl (0.9178, -3.1035, 3.8498)
S (1.9387, 1.9706, 1.2532)
Si (1.0597, -2.1902, 1.9861)
O (-0.7019, 0.0279, -0.1897)
O (-1.4604, 0.7122, 2.4444)
N (3.3957, 0.2499, -0.1904)
N (3.6049, 2.4543, -0.7349)
C (-4.7608, -0.1052, -0.9042)
C (-4.3356, 0.2519, 0.3240)
C (-2.6039, 0.6664, 1.9386)
C (-2.4748, -0.3887, -1.6593)
C (-2.9401, 0.2963, 0.6229)
C (-3.8107, -0.4331, -1.9063)
C (4.3309, -0.1862, -1.2159)
C (-1.9667, -0.0179, -0.3758)
C (3.0459, 1.5052, 0.0300)
H (4.2538, 2.2396, -1.4694)
H (-3.4349, 0.9415, 2.5979)
H (-4.1695, -0.7235, -2.8867)
H (-5.0551, 0.5034, 1.0966)
H (3.9407, -0.0017, -2.2189)
H (2.9784, -0.4621, 0.3965)
H (5.2983, 0.3059, -1.1008)
H (3.3168, 3.4063, -0.5958)
H (-1.7538, -0.6414, -2.4257)
H (4.4800, -1.2552, -1.0975)

Atomic forces in eV per Å
Mn 0.0 -0.1 -0.3
Cl 0.0 -0.1 0.0
Cl 0.2 0.0 0.0
Cl 0.0 -0.1 0.0
Cl 0.0 0.0 0.0
S 0.2 0.3 0.0
Si 0.1 0.0 0.1
O 0.0 0.0 0.1
O -0.3 0.2 0.1
N 0.0 -0.1 -0.1
N -0.1 0.1 0.2
C -0.1 -0.2 -0.5
C 0.2 0.1 0.3
C 0.5 0.0 0.4
C 0.1 0.0 0.1
C -0.4 0.0 -0.2
C -0.3 0.0 0.0
C -0.1 0.0 0.1
C -0.1 0.0 -0.2
C -0.1 -0.1 -0.1
H 0.0 0.0 0.0
H -0.1 0.0 0.0
H 0.0 0.0 0.0
H 0.1 0.0 0.0
H 0.0 0.0 0.0
H 0.1 0.0 0.0
H 0.0 0.0 0.0
H 0.0 0.0 0.0
H 0.0 0.0 0.0
H 0.0 0.0 0.0